Record 1
Here is a 13-piece molecular cluster, C36H105N7O13 overall in a non-equilibrium geometry from the OMol25 dataset. Energies are from ωB97M-V/def2-TZVPD.

Total energy, eV: -76077.810
HOMO-LUMO gap, eV: 8.40
HOMO, hartree: -0.2937
Molecular weight, g mol⁻¹: 844.3

CARTESIAN COORDINATES (ANGSTROEM)
O 1.323 -0.380 -3.053
O -4.164 0.220 4.752
O -2.602 -5.434 -5.837
O 0.461 1.428 6.273
O 0.507 -5.772 -1.093
O -4.219 4.255 2.881
O 0.991 4.088 -3.729
O 2.271 2.722 2.084
O 6.358 -3.208 0.539
O -3.005 1.480 -1.061
O -1.068 0.557 0.683
O -5.017 -0.326 -5.431
O -1.621 3.888 -2.125
N 3.216 1.754 7.363
N -1.126 -6.157 -3.440
N 0.983 -2.232 -0.675
N 2.809 -3.167 1.510
N -6.296 -0.153 -2.730
N 2.195 0.565 4.172
N 3.416 -2.727 -4.831
C -2.169 -5.104 -3.461
C -3.103 5.180 4.727
C 3.032 -1.845 -3.740
C 2.670 2.739 -2.682
C -0.818 1.772 1.294
C -1.521 4.916 -1.151
C 2.405 3.901 1.330
C 2.865 2.789 3.388
C 2.355 3.249 9.059
C 2.135 3.287 -3.989
C -1.874 -4.050 -2.394
C -2.996 4.880 3.242
C -0.231 -1.529 -0.248
C -0.833 1.634 5.690
C 3.326 1.399 3.812
C -4.677 -1.144 -4.304
C 1.684 -1.219 -4.143
C 1.980 2.116 8.082
C 0.150 0.401 -3.235
C -3.755 -0.222 2.362
C 4.256 0.685 2.825
C 4.071 -3.766 1.081
C 7.316 -2.219 0.920
C 3.732 -4.819 -0.007
C -1.014 -2.384 0.735
C 0.127 -0.161 0.364
C -4.171 -1.148 -1.879
C 4.138 -0.803 -3.515
C -4.947 -1.045 -6.663
C 0.887 2.505 7.123
C -2.151 -4.494 -4.875
C -4.889 -0.421 -3.002
C -4.346 0.707 3.421
C -2.905 5.098 -0.494
C -2.615 -4.857 -7.125
C 5.044 -2.705 0.548
H -0.032 1.036 -2.369
H -0.754 3.789 -2.538
H -1.573 -4.700 -7.429
H 1.706 1.219 8.641
H 0.851 4.652 -4.495
H -4.423 -0.719 -0.912
H 3.691 3.511 3.422
H -1.134 -3.359 0.263
H -3.714 0.238 1.373
H -3.095 -3.875 -7.153
H 4.758 -2.368 -0.459
H 0.780 -3.160 -1.038
H 7.205 -1.916 1.964
H 3.126 3.550 -2.112
H 3.337 2.422 6.605
H 1.335 -5.728 -1.579
H 0.666 0.486 -0.338
H 2.123 3.241 4.055
H 1.888 2.468 -4.675
H -0.398 1.676 2.301
H -2.893 -3.684 -4.894
H -0.441 -2.517 1.655
H -2.614 2.349 -1.220
H 1.894 2.300 -2.053
H -4.339 0.522 -3.067
H 3.916 1.462 4.731
H 8.309 -2.626 0.750
H -4.434 -2.212 -1.881
H 1.865 4.755 1.751
H 2.268 -3.892 1.970
H 0.764 -0.205 1.253
H -4.327 -1.145 2.234
H -2.151 4.217 3.061
H 4.024 1.937 7.939
H 4.050 -2.264 -5.478
H -5.354 -0.448 -7.472
H -2.809 5.790 2.663
H -0.874 -3.615 -2.405
H -2.728 -0.514 2.588
H -3.269 4.199 5.175
H 1.729 0.911 5.016
H -0.762 2.439 4.951
H -1.958 -1.912 1.001
H -6.706 0.131 -3.613
H -0.178 2.416 0.676
H 4.980 -1.792 1.146
H 0.281 0.981 -4.152
H -3.638 5.220 -1.294
H -1.103 0.701 5.205
H -2.227 5.661 5.175
H -1.177 -4.064 -5.130
H -6.768 -0.993 -2.414
H -0.851 4.726 -0.307
H -3.884 5.850 5.091
H -2.609 -3.247 -2.444
H -3.060 -5.546 -7.839
H 4.099 -3.345 -4.392
H -0.187 -5.818 -1.780
H -4.836 -0.440 4.938
H 1.621 3.158 9.867
H 1.104 3.346 6.457
H 4.526 -0.268 3.271
H -1.962 -4.523 -1.415
H -2.999 5.912 0.220
H 2.925 3.801 -4.546
H 0.005 2.723 7.735
H 3.399 1.945 -2.847
H 2.177 -2.806 0.794
H -1.441 -6.855 -4.109
H 3.971 -0.149 -2.657
H 1.843 -0.580 -5.018
H -1.723 2.376 1.402
H -3.095 -1.099 -2.045
H -5.417 0.823 3.253
H 5.086 -1.278 -3.244
H -3.182 4.151 -0.026
H 4.520 -4.227 1.960
H 4.346 -0.210 -4.408
H 2.438 4.260 8.664
H 1.463 0.609 3.469
H -5.294 -2.050 -4.373
H 3.286 -5.617 0.586
H -0.266 -5.864 -3.903
H 2.912 -2.506 -2.880
H -3.626 -1.398 -4.496
H -5.574 -1.928 -6.498
H -1.222 5.843 -1.644
H 1.908 3.640 0.393
H -2.450 1.094 -0.364
H -0.811 -1.375 -1.164
H -3.921 -1.383 -6.830
H -4.902 4.914 2.735
H -3.796 1.645 3.374
H 3.438 4.151 1.074
H 7.156 -1.308 0.336
H 4.604 -5.107 -0.598
H -1.509 1.964 6.481
H 3.313 3.014 9.519
H -0.733 -0.246 -3.264
H -3.032 -5.709 -3.184
H 3.671 0.513 1.918
H 1.288 -1.727 -1.508
H 0.947 -1.998 -4.353
H 5.123 1.284 2.538
H 2.970 -4.432 -0.684

=====

Record 2
Here is a 2-piece molecular cluster, C3H8OS overall in a non-equilibrium geometry from the OMol25 dataset. Energies are from ωB97M-V/def2-TZVPD.

Total energy, eV: -16121.809
HOMO-LUMO gap, eV: 8.73
HOMO, hartree: -0.3270
ΔE to the lowest compared entry with this formula, charge and spin, kcal/mol: 32.9
SMILES string: OCC=S.C
Molecular weight, g mol⁻¹: 92.2

CARTESIAN COORDINATES (ANGSTROEM)
S -2.332 1.336 -0.368
O -1.256 -1.582 -0.356
C 2.006 0.584 -0.817
C -1.544 0.596 0.818
C -1.109 -0.861 0.771
H 2.788 -0.146 -0.986
H 0.018 -0.903 1.066
H 2.310 1.616 -1.091
H -0.922 -1.166 -1.212
H -1.150 1.103 1.618
H -1.624 -1.259 1.680
H 1.140 0.224 -1.350
H 1.676 0.459 0.228

=====

Record 3
Here is a 19-piece molecular cluster, C46H75BrCl54N overall in a non-equilibrium geometry from the OMol25 dataset. Energies are from ωB97M-V/def2-TZVPD.

Total charge: +1
Total energy, eV: -796654.358
HOMO-LUMO gap, eV: 9.32
HOMO, hartree: -0.4353
Molecular weight, g mol⁻¹: 2636.5

CARTESIAN COORDINATES (ANGSTROEM)
Br 0.364 -3.414 0.995
Cl 3.396 -2.640 -10.669
Cl -14.866 1.185 -3.443
Cl -3.766 -2.929 7.438
Cl 4.480 1.154 -5.973
Cl 5.927 9.137 7.899
Cl -6.472 3.629 -4.894
Cl -5.744 -1.697 -3.476
Cl -1.721 -6.131 -5.322
Cl 4.123 6.880 8.209
Cl 3.534 -1.570 -6.342
Cl -4.678 5.891 -5.226
Cl 5.189 -0.351 -10.710
Cl -0.623 3.121 9.413
Cl 0.133 -3.929 -4.928
Cl -2.722 -3.433 -4.870
Cl -13.300 1.792 -1.071
Cl -2.029 -2.082 -8.660
Cl 6.449 4.812 4.808
Cl 5.324 3.587 7.190
Cl -4.865 6.061 -0.980
Cl -8.940 -1.310 -4.599
Cl -9.749 3.674 -1.196
Cl -14.498 -0.837 -1.388
Cl 6.866 -4.995 -2.640
Cl -0.980 -4.740 -9.183
Cl -10.601 6.360 -1.908
Cl -3.654 3.361 -4.223
Cl 6.961 6.563 8.766
Cl -0.348 0.054 7.380
Cl -1.130 1.249 4.842
Cl -3.949 -7.569 9.777
Cl 3.176 -5.838 0.514
Cl -4.716 3.667 0.637
Cl -3.480 6.128 1.574
Cl -1.720 -6.040 8.710
Cl 2.069 0.257 -4.619
Cl -6.085 -4.418 -2.512
Cl 4.725 -5.026 2.854
Cl -10.864 -3.459 -4.958
Cl -11.787 -0.737 -4.522
Cl 6.643 1.936 5.194
Cl -1.071 0.746 11.031
Cl 6.889 -7.362 -0.957
Cl -2.668 -5.535 11.411
Cl 8.278 -4.957 -0.099
Cl -2.601 -1.699 5.078
Cl 3.504 -7.661 2.745
Cl -7.139 -2.189 -0.972
Cl -7.790 5.638 -2.062
Cl 1.090 2.356 6.329
Cl 6.216 -2.990 -10.052
Cl -0.402 3.268 12.307
Cl -2.366 -4.568 5.486
Cl 0.840 -2.529 -8.705
N -2.054 -0.066 -2.238
C -3.133 -6.002 9.771
C -0.159 2.252 10.884
C -1.019 1.451 1.090
C 5.336 -0.441 -2.675
C 5.067 0.884 -1.864
C -3.555 -1.242 -0.511
C -0.898 -0.844 -1.716
C -0.333 1.379 -0.328
C 3.343 -5.967 2.270
C 5.770 -1.838 -0.487
C 5.101 2.167 -2.776
C -0.107 -3.221 -0.919
C -5.046 4.458 -4.264
C 3.149 3.165 -1.320
C -1.331 -2.279 -1.193
C -0.572 -4.658 -1.409
C 4.228 3.612 -0.255
C 4.252 3.203 2.370
C 6.623 3.513 5.995
C -1.298 2.952 1.577
C 5.582 7.670 8.820
C 4.571 -1.684 1.781
C -3.205 0.075 -1.279
C 4.911 -1.685 -1.783
C 4.403 2.584 0.933
C -4.827 5.431 0.670
C 5.033 -2.681 0.654
C 4.829 -1.901 -9.941
C -9.452 5.063 -2.249
C 0.967 3.593 2.855
C 6.883 -5.596 -0.977
C -0.478 1.558 6.459
C -1.432 -4.411 -5.590
C -2.436 -2.988 6.275
C 3.714 2.933 -2.772
C -0.005 -0.130 -0.643
C -14.680 0.891 -1.710
C -0.713 -3.006 -9.398
C -10.531 -1.747 -5.242
C 1.857 2.269 2.681
C 0.551 -5.744 -1.342
C 3.059 0.113 -6.080
C -6.808 -2.808 -2.594
C -2.294 -2.045 0.031
C 3.305 2.353 3.309
C 0.002 3.864 1.609
H 7.569 3.646 6.510
H 3.840 4.560 0.206
H 4.162 -3.237 0.237
H 6.064 -0.865 -0.019
H 6.426 -0.523 -2.895
H 1.022 -5.863 -0.344
H 4.449 -2.243 2.746
H -1.818 -1.562 0.910
H 2.464 0.436 -6.928
H 3.029 2.292 -3.391
H 3.670 1.308 3.450
H 2.612 2.240 -0.975
H 1.857 1.990 1.591
H 2.352 3.952 -1.417
H 3.841 3.900 -3.327
H -4.099 0.322 -1.915
H -0.880 1.935 -1.128
H 1.345 -5.512 -2.093
H 5.411 7.949 9.854
H 5.208 3.894 -0.715
H 5.282 3.269 2.828
H -0.360 4.922 1.738
H 3.815 -1.607 -1.576
H -2.648 -3.051 0.372
H -1.419 -4.226 -6.658
H -3.825 -5.259 9.389
H -9.590 4.747 -3.278
H 3.717 1.711 0.799
H 5.862 0.995 -1.082
H 0.773 -2.964 -1.563
H -15.576 1.239 -1.208
H 3.200 2.891 4.288
H 5.761 -3.428 1.043
H 5.095 -2.582 -2.434
H 0.896 2.008 10.815
H -2.428 -0.610 -3.031
H 6.727 -2.374 -0.722
H -1.694 2.921 2.647
H -7.746 -2.881 -3.130
H 5.917 2.839 -2.411
H 0.030 -0.667 0.338
H 3.839 4.242 2.385
H 0.651 1.900 -0.208
H -0.235 -1.056 -2.600
H -1.773 0.828 -2.659
H -1.071 -4.620 -2.402
H 4.746 -0.398 -3.620
H -4.254 -1.917 -1.058
H 5.390 1.910 -3.830
H 4.622 -1.720 -8.892
H -0.698 -2.790 -10.462
H 4.106 0.740 -1.315
H 0.296 3.410 3.749
H 5.344 -0.898 1.986
H -3.032 0.968 -0.644
H -0.328 0.905 1.787
H 0.115 -6.729 -1.642
H -1.506 -2.834 6.813
H -1.370 -4.959 -0.673
H -1.929 -2.721 -2.039
H 3.607 -1.171 1.549
H -5.259 4.773 -3.249
H -4.113 -0.922 0.410
H -5.752 5.706 1.166
H -1.996 0.905 1.154
H 2.444 -5.568 2.729
H 1.279 1.448 3.186
H 0.563 3.872 0.636
H -10.524 -1.573 -6.313
H 1.055 -0.162 -1.015
H -2.129 3.353 0.953
H 5.981 -5.252 -0.480
H -1.154 2.220 6.987
H 5.439 2.157 0.861
H 1.656 4.439 3.074

=====

Record 4
Here is C24H42F6MgNO17Ti as an isolated structure in a non-equilibrium geometry from the OMol25 dataset. Energies are from ωB97M-V/def2-TZVPD.

Total charge: +2
Total energy, eV: -106714.683
HOMO-LUMO gap (spin up / spin down), eV: 7.14 / 7.81
2S+1: 4
HOMO (spin up / spin down), hartree: -0.4760 / -0.5442
Molecular weight, g mol⁻¹: 802.7

CARTESIAN COORDINATES (ANGSTROEM)
Ti 1.695 3.047 1.354
Mg -1.296 2.453 2.019
F 2.074 -3.710 -7.023
F 1.495 -1.831 -5.876
F -2.269 -4.255 -4.612
F 0.153 -3.492 -6.009
F -0.632 -4.479 -3.232
F -2.702 -4.252 -2.491
O -1.490 1.363 3.632
O -1.181 5.071 -1.288
O 5.266 1.151 3.803
O -2.819 1.092 1.419
O -1.595 -1.790 -4.641
O -4.365 -0.584 1.245
O -4.955 1.191 2.360
O -1.575 3.442 0.225
O 2.091 -2.707 -3.526
O 0.133 1.232 1.187
O -2.287 3.336 -1.948
O -2.064 -0.212 5.268
O 4.985 1.157 1.758
O -1.892 -1.661 -2.394
O 2.530 -4.781 -4.448
O -0.113 0.613 5.305
O 3.280 2.075 2.998
N 4.134 -2.389 4.511
C -3.640 -1.283 0.194
C 2.440 -1.749 2.631
C 2.096 -3.654 -4.554
C -1.600 -0.034 -6.372
C 1.182 1.052 4.772
C -1.827 -3.842 -3.424
C 3.374 -2.109 3.702
C 4.464 1.573 0.499
C -0.568 6.003 -0.355
C 3.991 -3.083 -1.913
C 0.258 0.334 0.137
C -3.377 -0.555 4.926
C 1.070 0.785 -1.006
C -2.932 2.113 -1.837
C 4.405 1.539 2.872
C 1.488 -3.195 -5.924
C 5.064 1.449 5.116
C -1.292 -0.404 -4.911
C -1.227 0.717 4.653
C -3.976 0.620 1.611
C -1.689 3.889 -0.907
C -6.238 0.681 2.597
C 2.531 -3.103 -2.207
C -1.797 -2.331 -3.412
H 4.037 -3.461 -0.892
H -0.632 -0.078 -0.340
H 1.547 0.276 4.100
H -2.657 -0.246 -6.537
H 4.850 1.038 -0.369
H 0.124 6.529 -1.013
H -2.826 1.564 -2.772
H 5.522 0.828 5.887
H 4.555 -3.796 -2.514
H -6.797 1.502 3.045
H 0.841 1.825 -1.237
H 4.717 2.620 0.331
H 1.444 -1.948 3.028
H -4.026 -0.936 5.714
H -2.486 1.441 -1.103
H -2.748 -0.737 -0.115
H 5.346 2.489 5.279
H -3.930 0.340 4.640
H -6.738 0.367 1.681
H -0.211 -0.478 -4.786
H -1.860 0.150 -4.163
H -0.994 -0.540 -7.123
H -1.359 6.576 0.129
H 3.391 1.576 0.693
H -3.465 -1.259 4.098
H 2.616 -0.709 2.356
H 1.077 0.038 -1.800
H 4.077 1.296 5.552
H 2.073 -2.518 -1.410
H 0.000 5.533 0.449
H 2.128 0.783 -0.746
H -1.319 0.998 -6.582
H -3.979 2.395 -1.726
H 1.790 0.836 5.650
H 2.437 -2.360 1.728
H -3.250 -2.241 0.540
H -4.316 -1.410 -0.651
H 1.307 2.083 4.442
H 4.285 -2.050 -1.725
H 0.598 -0.620 0.540
H 2.089 -4.094 -2.104
H -6.061 -0.094 3.343